Arrangement A

14 unconnected molecules or ions with the total composition C21H70N10O14. Source: the OMol25 dataset; level of theory: the ωB97M-V functional and the def2-TZVPD basis.

Geometry as ORCA input:
```
! RIJCOSX wB97M-V def2-TZVPD def2/J DEFGRID3
* xyz 0 1
C 1.61383 3.56892 -4.73981
C 0.14874 3.47604 -4.40560
O -0.05607 2.33264 -3.56621
H 1.98635 2.77734 -5.38843
H 2.27095 3.51400 -3.90294
H 1.83541 4.50873 -5.23451
H -0.37859 3.29736 -5.33776
H -0.21545 4.40494 -3.94481
H -0.97445 2.33791 -3.32768
C -4.24515 1.56123 1.00087
C -3.60085 1.73220 -0.35246
O -3.22640 0.48121 -0.84713
H -5.17676 0.95437 0.84677
H -4.49898 2.52572 1.34935
H -3.63214 0.93777 1.71938
H -2.66138 2.30512 -0.28539
H -4.28457 2.16840 -1.05532
H -2.92989 0.65262 -1.76034
C 3.12085 -4.95234 2.27611
C 3.61732 -3.53856 2.25261
O 2.68883 -2.71238 1.63284
H 3.94618 -5.59874 2.54069
H 2.78562 -5.27431 1.29715
H 2.31098 -5.13050 2.96774
H 4.49988 -3.41124 1.60552
H 3.81021 -3.25192 3.23029
H 2.98276 -1.78557 1.66880
C 6.18591 -1.28002 2.12693
C 5.34235 -0.05023 1.76026
O 4.00410 -0.35722 1.60022
H 6.29164 -1.83366 1.22042
H 5.62458 -1.84057 2.83565
H 7.18308 -1.01005 2.50165
H 5.66175 0.36646 0.79758
H 5.46432 0.70133 2.56926
H 3.54638 0.47792 1.43702
C -2.52506 4.06823 3.51711
C -1.75487 4.00049 2.25900
O -1.44502 2.56364 2.09238
H -3.35618 3.44304 3.34402
H -2.86918 5.08779 3.68902
H -2.02581 3.58871 4.38407
H -0.83993 4.53336 2.44928
H -2.23170 4.44573 1.37973
H -0.97078 2.48720 1.21992
C -5.14469 -2.97026 -0.28313
C -4.00317 -2.18743 0.45582
O -3.67031 -2.94951 1.57698
H -4.87591 -3.98047 -0.29896
H -5.34162 -2.60600 -1.28373
H -6.07979 -2.88169 0.18739
H -4.30992 -1.27210 0.89564
H -3.16478 -2.04060 -0.13298
H -2.70340 -2.94244 1.65132
C -3.61013 -1.43447 -3.77712
C -2.21662 -1.37851 -3.24458
O -1.84253 -0.06459 -3.24409
H -4.35793 -0.90861 -3.20212
H -3.98006 -2.46653 -3.83601
H -3.62359 -1.13662 -4.82180
H -1.46527 -1.98678 -3.84969
H -2.16501 -1.83101 -2.21971
H -1.44832 0.15466 -4.08360
C 2.74464 1.61651 -1.62255
O 2.60096 2.92405 -1.36248
N 1.92456 0.99950 -2.41174
N 3.58632 0.86262 -1.00119
H 1.30513 1.61882 -2.99404
H 2.04462 0.08188 -2.77837
H 4.25368 1.34489 -0.40168
H 3.63921 -0.17925 -1.06784
C -0.59890 -3.69535 0.74836
O -1.00484 -3.53817 -0.52064
N -0.05089 -4.82715 1.12042
N -0.79742 -2.86891 1.71246
H 0.19004 -5.44237 0.35167
H 0.31129 -5.04793 2.05965
H -0.99559 -1.90589 1.30562
H -0.21203 -2.89074 2.54102
C -0.68278 -0.14960 4.07467
O -0.94768 -0.47106 5.37718
N -1.50968 0.14666 3.13868
N 0.59467 -0.05765 3.65115
H -2.48435 0.00340 3.44002
H -1.49057 1.13999 2.76025
H 1.31675 -0.02706 4.34353
H 0.98922 0.19081 2.66905
C 1.13407 -2.24898 -3.46466
O 1.70749 -1.11838 -3.95268
N 1.04187 -3.44160 -4.05590
N 0.60161 -2.20492 -2.32459
H 1.30850 -3.29565 -5.09714
H 0.30526 -4.09806 -3.85702
H 0.49577 -1.32940 -1.75783
H -0.07097 -2.85806 -1.92762
C -0.06600 -0.18758 0.24767
O 1.01369 -0.14280 1.03827
N -0.06049 -0.07761 -1.03871
N -1.19975 -0.41485 0.69105
H 0.80493 0.37975 -1.46212
H -0.91489 -0.00653 -1.58684
H -1.39136 -0.22318 1.72110
H -2.03094 -0.25056 0.14320
C 0.10762 4.19024 -0.51326
O -0.29422 2.85531 -0.26113
H 0.95040 4.60525 0.06061
H -0.73295 4.89297 -0.31494
H 0.39711 4.29477 -1.54204
H 0.40493 2.27915 -0.47530
C 2.00835 2.76554 1.75041
O 2.60480 2.05975 2.78122
H 2.71995 3.53993 1.47574
H 1.11734 3.20540 2.07621
H 1.84670 2.02898 1.08499
H 2.44503 2.58294 3.51522
*
```

Output
orbital gap: 8.7727 eV



Arrangement B

14 unconnected molecules or ions with the total composition C21H70N10O14. Source: the OMol25 dataset; level of theory: the ωB97M-V functional and the def2-TZVPD basis.

Geometry as ORCA input:
```
! RIJCOSX wB97M-V def2-TZVPD def2/J DEFGRID3
* xyz 0 1
C 1.91549 -0.99970 3.33439
C 1.76164 0.14601 4.31835
O 0.88381 1.12491 3.91894
H 1.05093 -1.64117 3.39839
H 2.80875 -1.62439 3.56171
H 2.18757 -0.60221 2.38164
H 2.77635 0.58780 4.34179
H 1.60622 -0.23069 5.35670
H 1.18779 1.82414 4.46016
C -0.24647 -0.28903 -4.25171
C -1.12239 0.17745 -5.36898
O -1.56227 -0.96111 -6.05552
H 0.08400 0.53738 -3.67410
H 0.57809 -0.86169 -4.62036
H -0.76500 -0.77387 -3.45450
H -0.60016 0.77542 -6.09556
H -1.98333 0.76171 -5.06838
H -2.22907 -0.70095 -6.68639
C -1.50573 3.04316 2.89351
C -0.32312 3.90698 2.49874
O 0.23595 3.40759 1.29877
H -1.94708 3.50247 3.79384
H -1.31075 1.97137 3.17360
H -2.27024 3.19529 2.13320
H 0.42222 3.85963 3.28799
H -0.55131 5.04348 2.38565
H 1.14642 3.62452 1.34713
C -3.53512 -1.81898 -2.29852
C -3.73374 -1.44844 -3.73887
O -5.06733 -1.61213 -4.09913
H -2.49837 -1.69346 -1.95218
H -3.71497 -2.84623 -2.19526
H -4.11185 -1.27502 -1.64111
H -3.13598 -2.14849 -4.37001
H -3.29702 -0.46578 -3.87221
H -5.12541 -1.64016 -5.07803
C 2.61385 0.10213 -2.28503
C 2.44817 1.33266 -3.13995
O 1.57162 2.36482 -2.69386
H 2.76694 0.30769 -1.21411
H 3.35791 -0.58387 -2.62161
H 1.64002 -0.36266 -2.42973
H 2.21298 0.92422 -4.15057
H 3.47782 1.79827 -3.31875
H 1.87088 3.28193 -3.00529
C -1.99805 2.08480 -2.07013
C -2.50893 2.50293 -0.74312
O -3.81545 1.94213 -0.53154
H -0.92333 2.23190 -2.21891
H -2.55493 2.65040 -2.77271
H -2.10589 0.98630 -2.32439
H -2.48628 3.56214 -0.58746
H -1.84791 2.20804 -0.01794
H -3.73789 1.16154 0.06187
C 0.03822 5.09055 -1.27106
C -0.25871 5.30360 -2.74010
O 0.90994 5.93312 -3.26421
H 0.47811 5.94900 -0.80360
H 0.80914 4.31317 -1.14472
H -0.88246 4.80177 -0.72399
H -1.20970 5.88982 -2.90264
H -0.40705 4.36336 -3.23178
H 1.67259 5.31511 -3.44918
C -1.24209 -3.64003 0.88700
O -0.62651 -2.92319 1.89757
N -1.15553 -3.37171 -0.38786
N -1.74305 -4.78233 1.13026
H -0.77034 -2.46573 -0.58270
H -1.56519 -4.02034 -1.07748
H -1.77288 -5.01680 2.16850
H -2.55851 -5.08993 0.58058
C -0.02901 0.07684 0.10306
O -0.35711 -0.81388 -0.93013
N 0.37796 1.31323 -0.13189
N -0.10602 -0.22139 1.38164
H 0.49655 1.58953 -1.12746
H 0.22455 2.05662 0.58635
H -0.06532 -1.24859 1.53558
H 0.24510 0.37387 2.14693
C 3.96930 2.35637 0.72787
O 5.22054 2.95085 0.45230
N 2.94719 2.59341 -0.02204
N 3.87876 1.50885 1.60818
H 3.21686 3.25017 -0.83210
H 2.22746 1.99470 -0.30204
H 4.69567 1.14831 2.04288
H 3.14763 0.84685 1.62768
C 2.22863 -3.57302 -0.21087
O 1.91187 -2.69645 0.79649
N 3.46213 -3.74835 -0.58466
N 1.40341 -4.01657 -1.09050
H 4.12043 -3.41429 0.08386
H 3.76581 -4.60230 -1.08610
H 1.65152 -4.88860 -1.63756
H 0.39842 -3.77289 -0.88455
C 2.97337 -4.55109 3.54051
O 4.12206 -4.26162 2.97591
N 1.76907 -4.08251 3.20413
N 3.00823 -5.41917 4.48271
H 1.68018 -3.47805 2.42301
H 1.01881 -4.61307 3.51199
H 4.01428 -5.78642 4.37400
H 2.29566 -6.00653 4.96118
C -1.48381 -0.87682 4.59282
O -1.99924 -2.06901 4.09506
H -1.57968 -0.17512 3.77177
H -0.43610 -0.81154 4.83460
H -1.97485 -0.67270 5.51726
H -1.51936 -2.22541 3.27492
C -3.43583 -0.52079 1.27377
O -2.70059 0.57916 1.65030
H -2.95387 -1.06365 0.49291
H -4.46451 -0.29748 1.00997
H -3.28332 -1.24579 2.07156
H -1.78884 0.51371 1.30371
*
```

Output
orbital gap: 8.8828 eV



Stability summary - winner: arrangement A; margin: 52.9 kcal/mol.



Arrangement A

C4H8O3S in the gas phase. Source: the OMol25 dataset; level of theory: the ωB97M-V functional and the def2-TZVPD basis.

Geometry as ORCA input:
```
! RIJCOSX wB97M-V def2-TZVPD def2/J DEFGRID3
* xyz 0 1
C 2.07582 0.37148 -0.33342
C -0.18428 0.04877 -0.10848
C -0.69905 -0.74753 -1.31894
C -0.91750 0.12807 2.21178
H 2.96615 -0.21582 -0.21440
H 2.18069 1.38515 0.12324
H 1.88222 0.53647 -1.42214
H -0.24281 1.12341 -0.40678
H -0.85446 -1.79247 -1.02772
H 0.04890 -0.71859 -2.10059
H -2.39190 0.09382 -0.78670
H 0.15068 0.43304 2.36668
O 1.07462 -0.35200 0.33146
O -1.93315 -0.12449 -1.64329
O -1.21765 -0.03723 0.91994
S -1.93827 -0.13207 3.40936
*
```

Output
orbital gap: 9.3301 eV



Arrangement B

C4H8O3S in the gas phase. Source: the OMol25 dataset; level of theory: the ωB97M-V functional and the def2-TZVPD basis.

Geometry as ORCA input:
```
! RIJCOSX wB97M-V def2-TZVPD def2/J DEFGRID3
* xyz 0 1
C 1.72436 -2.01972 -0.34425
C -2.36008 1.05205 0.03630
C 0.82671 1.42511 0.33742
C -1.41853 -0.11352 0.31374
O 2.50886 -0.89806 -1.18167
O 2.37089 -2.89873 0.07550
O 0.54194 -1.66436 -0.18729
S 0.14069 0.29037 -0.60311
H -1.70082 1.76190 -0.30265
H -3.04922 0.76289 -0.78458
H -2.80654 1.34823 0.95577
H 0.70785 1.72208 1.33991
H 1.78717 1.77621 0.07176
H 3.45834 -0.97830 -0.92447
H -1.73677 -1.09891 -0.11656
H -0.99485 -0.46723 1.31420
*
```

Output
orbital gap: 9.4509 eV



Arrangement C

C4H8O3S in the gas phase. Source: the OMol25 dataset; level of theory: the ωB97M-V functional and the def2-TZVPD basis.

Geometry as ORCA input:
```
! RIJCOSX wB97M-V def2-TZVPD def2/J DEFGRID3
* xyz 0 1
C 0.30101 1.77140 0.59787
C -0.47475 0.57151 1.12336
C -1.23927 -0.50456 -0.86134
C 0.93922 -2.22676 -0.57716
H 1.48034 0.73693 -0.56178
H -0.37308 2.58084 0.43141
H 1.01213 2.06875 1.38906
H 0.19743 -0.26601 1.25694
H -0.89349 0.84609 2.08776
H -2.15620 -0.52817 -1.45433
H -0.43111 -0.03245 -1.38136
H 1.39422 -3.25018 -0.50553
O 0.96408 1.56172 -0.63374
O -1.56730 0.19552 0.29838
O 1.65122 -1.25230 -0.62784
S -0.80444 -2.27233 -0.58171
*
```

Output
orbital gap: 10.3979 eV



Stability summary - winner: arrangement C; margin: 21.4 kcal/mol.



Arrangement A

2 unconnected molecules or ions with the total composition C4H7N3S. Source: the OMol25 dataset; level of theory: the ωB97M-V functional and the def2-TZVPD basis.

Geometry as ORCA input:
```
! RIJCOSX wB97M-V def2-TZVPD def2/J DEFGRID3
* xyz 0 1
C 0.33153 1.92521 1.06595
C -1.01411 1.61666 0.68490
C 0.35558 -0.19259 0.51833
C -1.99013 -0.53087 -0.32553
N 1.11719 0.81123 0.94937
N -0.89780 0.21201 0.31673
N 2.77942 -1.77733 -1.13755
S 1.65440 -2.78816 -0.37014
H 0.90810 2.76432 1.30585
H -1.91630 2.12215 0.87187
H -2.79791 -0.41716 0.41082
H -2.37853 0.13874 -1.14678
H -1.70547 -1.59418 -0.62317
H 2.29599 -1.22049 -1.86883
H 3.25803 -1.06952 -0.65181
*
```

Output
orbital gap (spin up / spin down): 6.2208 / 6.2214 eV



Arrangement B

2 unconnected molecules or ions with the total composition C4H7N3S. Source: the OMol25 dataset; level of theory: the ωB97M-V functional and the def2-TZVPD basis.

Geometry as ORCA input:
```
! RIJCOSX wB97M-V def2-TZVPD def2/J DEFGRID3
* xyz 0 1
C -0.81238 -1.67387 0.50487
C 2.29941 0.76620 -0.56245
C -1.17075 -3.08523 0.16174
C 0.93118 2.86868 -0.19218
N -1.34143 -0.61525 0.50399
N -1.61194 0.51207 0.86841
N 1.92482 1.86909 -0.28579
S 3.02262 -0.56338 -0.95892
H -0.12814 -3.62123 0.06844
H -1.71849 -3.17789 -0.80567
H -1.71605 -3.66749 0.84621
H 0.99773 3.38665 0.75425
H 1.01355 3.45724 -1.13524
H -0.01012 2.28467 0.00171
H -1.68001 1.25975 0.23064
*
```

Output
orbital gap: 9.1257 eV



Arrangement C

C4H7N3S in the gas phase. Source: the OMol25 dataset; level of theory: the ωB97M-V functional and the def2-TZVPD basis.

Geometry as ORCA input:
```
! RIJCOSX wB97M-V def2-TZVPD def2/J DEFGRID3
* xyz 0 1
C 0.70167 -0.49356 -0.12243
C -1.55732 1.23435 0.19717
C -1.79912 -0.34933 0.48272
C -0.65766 -1.10678 0.24523
H 3.65877 -0.30336 0.69926
H 2.56895 0.89181 -0.12428
H -2.00415 1.50409 -0.79168
H -1.86533 1.88949 1.07832
H -2.59584 -0.55885 1.15467
H -2.42990 -1.98157 -0.37284
H -0.66328 -1.93561 0.87438
N 2.83072 -0.14652 0.00181
N 1.84450 -1.03158 0.06002
N -1.81883 -1.19472 -0.71735
S 0.20066 1.33724 -0.17159
*
```

Output
orbital gap: 9.0754 eV



Arrangement D

C4H7N3S in the gas phase. Source: the OMol25 dataset; level of theory: the ωB97M-V functional and the def2-TZVPD basis.

Geometry as ORCA input:
```
! RIJCOSX wB97M-V def2-TZVPD def2/J DEFGRID3
* xyz 0 1
C 0.94188 -0.41614 0.36933
C -0.26524 -1.18076 0.38073
C -1.37508 -0.39218 -0.36552
C 0.46885 0.95960 -0.03450
H 2.93063 0.10442 -0.66720
H 1.43568 -0.22344 1.42237
H -0.00607 -2.02373 -0.21601
H -0.53821 -1.33578 1.36279
H -2.86957 -1.64074 0.10136
H -1.21156 1.96304 -0.55827
H 0.47596 3.00967 -0.29364
N -2.59945 -0.79206 -0.39345
N -0.79559 0.84712 -0.67742
N 1.10849 2.17213 0.08720
S 2.29928 -1.05113 -0.51777
*
```

Output
orbital gap: 9.8166 eV



Stability summary - winner: arrangement D; margin: 27.7 kcal/mol.



Arrangement A

C4H7N3S in the gas phase. Source: the OMol25 dataset; level of theory: the ωB97M-V functional and the def2-TZVPD basis.

Geometry as ORCA input:
```
! RIJCOSX wB97M-V def2-TZVPD def2/J DEFGRID3
* xyz 0 1
C 1.13528 -0.71264 -0.14828
C -1.50173 -0.95206 0.64479
C -2.27969 0.09221 -0.06775
C -2.74572 1.03210 -0.61469
H 2.24984 1.63100 0.89675
H 2.54659 1.18887 -0.71155
H -0.08758 0.88758 -0.23702
H 2.39016 -2.03844 -0.56070
H -1.06985 -0.53357 1.55894
H -2.21714 -1.71109 1.01785
H -3.18349 1.82271 -1.19161
N 1.87824 1.57829 -0.05437
N 0.83768 0.62538 0.11373
N 2.32451 -1.10077 -0.27553
S -0.27709 -1.80957 -0.37055
*
```

Output
orbital gap: 9.9323 eV



Arrangement B

C4H7N3S in the gas phase. Source: the OMol25 dataset; level of theory: the ωB97M-V functional and the def2-TZVPD basis.

Geometry as ORCA input:
```
! RIJCOSX wB97M-V def2-TZVPD def2/J DEFGRID3
* xyz 0 1
C 1.93291 0.94828 0.31811
C 1.16156 -1.23094 -0.22202
C -0.98503 0.05049 -0.00034
C -2.41249 -0.36872 0.26452
H 1.53848 2.67592 -0.32652
H 2.40984 1.34778 1.19145
H 1.50029 -2.24037 -0.47793
H -0.65859 -1.84317 -0.84257
H -0.93539 0.84798 -0.75457
H -0.59552 0.47660 0.93033
H -2.50187 -1.33162 0.74465
N 1.39361 1.69329 -0.57251
N 2.05045 -0.42346 0.20257
N -0.18569 -1.10487 -0.36066
S -3.71253 0.50280 -0.09449
*
```

Output
orbital gap: 8.5345 eV



Stability summary - winner: arrangement B; margin: 33.3 kcal/mol.